A cluster of 5 separate species, CH14N3O4 in total at a distorted geometry, computed with the ωB97M-V functional and the def2-TZVPD basis.

Results
Energy   -13918.1699 eV
F_max   9.55 eV/Å
Total charge   +1
Gap between HOMO and LUMO   0.4092 Eh
Energy above the lowest of the compared OMol25 structures with the same formula, charge and spin   56.9 kcal per mole

Atoms and positions in Å:
N  -0.2758  -0.2430  1.2005
C  0.8785  0.1859  0.5527
N  1.7623  -0.8338  0.2101
N  1.2794  1.4667  0.6001
H  -0.8770  0.5433  1.6137
H  -0.7529  -1.1168  1.0273
H  2.7131  -0.5691  -0.2199
H  1.5219  -1.7859  0.2372
H  2.1609  1.7715  0.3695
H  0.6050  2.1682  0.8624
H  -2.3404  1.2695  3.4679
H  -1.3909  2.2787  3.2951
O  -1.7939  1.6626  2.7994
H  1.2877  0.3857  -2.0402
H  2.4816  0.9859  -2.6223
O  2.0216  0.7937  -1.7390
H  -1.0685  0.3244  -2.3970
H  -0.8534  -0.9784  -2.0592
O  -0.4297  -0.2500  -2.1259
H  -2.0294  -3.4550  -1.0306
H  -2.9450  -2.1720  -0.8711
O  -1.9552  -2.4320  -1.1306

Listed below, in e, are the Löwdin charges computed for each atom:
1. N 0.17
2. C -0.40
3. N 0.16
4. N 0.21
5. H 0.09
6. H 0.10
7. H 0.16
8. H 0.10
9. H 0.09
10. H 0.13
11. H 0.07
12. H -0.01
13. O 0.02
14. H -0.07
15. H 0.13
16. O -0.07
17. H 0.04
18. H -0.09
19. O 0.08
20. H 0.10
21. H 0.12
22. O -0.14

=====

A structure of composition CH14NaO10 at a distorted geometry, computed with the ωB97M-V functional and the def2-TZVPD basis.

Results
Energy   -26156.1910 eV
F_max   3.90 eV/Å
Expectation value of S²   0.757
Spin multiplicity   2
Total charge   0
Gap between HOMO and LUMO (alpha / beta)   0.2916 / 0.2985 Eh

Atoms and positions in Å:
Na  -0.1294  0.4603  -0.0793
C  3.0962  0.5296  1.1318
O  1.9166  0.7612  1.3813
O  3.9008  1.4581  1.1390
O  3.5957  -0.5821  0.9466
O  -2.4137  -0.6174  -0.3313
H  -2.7523  -1.5122  -0.3593
H  -3.0210  -0.1139  -0.8733
O  -0.4840  0.1674  -2.5884
H  0.1526  -0.2258  -3.1853
H  -1.1749  0.5016  -3.1605
O  0.7350  -1.7148  0.2409
H  0.6728  -2.5046  0.7780
H  1.6300  -1.4031  0.3750
O  -1.1300  2.0464  2.0468
H  -0.3368  2.2292  2.5504
H  -1.6698  2.8292  2.1567
O  -0.1721  -2.8580  -1.9813
H  -1.0424  -2.6302  -2.3083
H  -0.0490  -2.2968  -1.2157
O  1.2053  2.3830  -1.5905
H  0.3957  2.8600  -1.7727
H  1.4707  2.0278  -2.4388
O  -1.8236  -0.7473  3.0017
H  -1.3302  -0.2128  2.3795
H  -1.2422  -0.8347  3.7570

Listed below, in e, are the Löwdin charges computed for each atom:
1. Na 0.46
2. C -1.05
3. O 0.01
4. O 0.19
5. O 0.08
6. O -0.02
7. H 0.06
8. H 0.05
9. O -0.03
10. H 0.07
11. H 0.06
12. O -0.03
13. H 0.09
14. H 0.04
15. O -0.02
16. H 0.05
17. H 0.05
18. O -0.06
19. H 0.02
20. H -0.04
21. O -0.02
22. H 0.04
23. H 0.04
24. O -0.05
25. H -0.02
26. H 0.04

=====

A cluster of 6 separate species, CH14O5 in total, computed with the ωB97M-V functional and the def2-TZVPD basis.

Results
Energy   -11490.1732 eV
F_max   0.82 eV/Å
Expectation value of S²   0.758
Spin multiplicity   2
Total charge   +1
Gap between HOMO and LUMO (alpha / beta)   0.4302 / 0.1059 Eh
Energy above the lowest of the compared OMol25 structures with the same formula, charge and spin   18.4 kcal per mole

Atoms and positions in Å:
C  1.3160  3.1893  1.4186
H  1.6590  3.6299  0.4820
H  2.0692  2.5688  1.8908
H  1.0769  4.0581  2.0313
H  0.3974  2.6394  1.2168
H  -0.0181  0.4254  -1.6510
H  -0.0238  -0.7444  -2.6069
O  0.4210  -0.4287  -1.8080
H  -2.5555  -1.9280  1.7521
H  -2.6655  -2.8980  0.5442
O  -2.9894  -2.7429  1.4507
H  3.2186  -0.9853  -1.6605
H  2.7201  -1.1265  -0.2339
O  3.4450  -1.4107  -0.8152
H  0.2035  -1.9943  1.0139
H  -0.0090  -1.7190  -0.5418
O  -0.3154  -2.2521  0.2321
H  -3.0265  -0.0992  -1.0928
H  -2.4333  1.1355  -0.3842
O  -2.4900  0.6828  -1.2381

Listed below, in e, are the Löwdin charges computed for each atom:
1. C -0.05
2. H 0.02
3. H 0.01
4. H 0.02
5. H 0.00
6. H 0.06
7. H 0.08
8. O -0.05
9. H 0.09
10. H 0.09
11. O 0.18
12. H 0.07
13. H 0.05
14. O 0.07
15. H 0.11
16. H 0.05
17. O 0.14
18. H 0.03
19. H 0.05
20. O -0.04

=====

A cluster of 7 separate species, CH14O7 in total, computed with the ωB97M-V functional and the def2-TZVPD basis.

Results
Energy   -15595.6597 eV
F_max   0.88 eV/Å
Total charge   0
SMILES   C=O.O.O.O.O.O.O
Gap between HOMO and LUMO   0.3752 Eh
Energy above the lowest of the compared OMol25 structures with the same formula, charge and spin   13.2 kcal per mole

Atoms and positions in Å:
C  -0.7429  0.5599  0.1365
O  -0.7137  -0.6431  0.1861
H  -0.0153  1.0885  -0.4915
H  -1.4627  1.1929  0.6777
O  2.0750  1.9666  -0.9183
H  2.9162  2.1152  -1.3569
H  1.6431  1.2183  -1.3398
O  -4.2797  -5.0438  1.8634
H  -3.9449  -4.1753  2.1179
H  -3.6179  -5.3316  1.2223
O  0.7780  4.2611  0.8001
H  1.1521  5.1343  0.9762
H  1.3920  3.8201  0.1995
O  0.6703  -4.5858  1.6991
H  1.5890  -4.5665  1.4201
H  0.2253  -5.2290  1.1424
O  -1.5600  3.6306  -1.4505
H  -1.1563  4.2184  -0.7980
H  -1.5277  4.1462  -2.2637
O  2.2019  -0.9082  -1.1128
H  2.9476  -1.3925  -1.4866
H  1.4305  -1.4764  -1.2232

Listed below, in e, are the Löwdin charges computed for each atom:
1. C -0.11
2. O -0.01
3. H 0.05
4. H 0.09
5. O -0.06
6. H 0.05
7. H 0.00
8. O -0.06
9. H 0.03
10. H 0.03
11. O -0.06
12. H 0.04
13. H 0.01
14. O -0.06
15. H 0.03
16. H 0.03
17. O -0.07
18. H 0.01
19. H 0.03
20. O -0.05
21. H 0.05
22. H 0.04